Formula: C38H49F3IN3OS
Source: the Open Molecules 2025 dataset
Level of theory: ωB97M-V/def2-TZVPD

Calculated values
Largest force on an atom   2.856 eV/A
Total energy   -73804.5252 eV
Orbital gap   6.23 eV

Positions of all 96 atoms, in Å:
C 1.559 3.289 2.819
C 1.526 3.483 1.309
C 2.803 4.138 0.769
C 0.271 4.246 0.883
C 0.169 5.595 1.227
C -0.850 6.384 0.712
C -1.778 5.839 -0.175
C -1.730 4.490 -0.512
C -2.766 3.908 -1.469
C -3.226 4.882 -2.557
C -3.938 3.321 -0.693
C -0.743 3.677 0.088
N -0.675 2.289 -0.290
N -0.368 2.005 -1.582
N -0.144 0.668 -1.596
C 0.542 0.038 -2.704
C 1.883 -0.388 -2.560
C 2.751 -0.054 -1.334
C 3.931 0.846 -1.716
C 3.209 -1.300 -0.580
C 2.459 -1.096 -3.613
C 1.751 -1.308 -4.792
C 0.471 -0.776 -4.959
C -0.137 -0.071 -3.924
C -1.549 0.494 -4.125
C -2.597 -0.614 -4.055
C -1.663 1.326 -5.406
C -0.481 0.100 -0.394
C -0.551 -1.355 -0.240
C -0.768 1.112 0.499
C -1.081 1.028 1.853
H 0.680 2.715 3.131
H 2.453 2.735 3.125
H 1.552 4.248 3.352
H 1.446 2.496 0.844
H 2.751 4.214 -0.324
H 2.958 5.149 1.171
H 3.682 3.535 1.021
H 0.920 6.036 1.886
H -0.908 7.440 0.976
H -2.553 6.474 -0.601
H -2.242 3.093 -1.985
H -2.367 5.334 -3.066
H -3.810 4.340 -3.311
H -3.862 5.686 -2.162
H -3.577 2.641 0.086
H -4.521 4.114 -0.207
H -4.604 2.762 -1.358
H 2.114 0.522 -0.652
H 3.573 1.747 -2.228
H 4.473 1.164 -0.817
H 4.643 0.337 -2.379
H 2.357 -1.920 -0.280
H 3.881 -1.921 -1.186
H 3.748 -1.011 0.330
H 3.487 -1.461 -3.499
H 2.211 -1.867 -5.608
H -0.075 -0.902 -5.897
H -1.713 1.178 -3.284
H -2.500 -1.181 -3.120
H -3.608 -0.194 -4.097
H -2.486 -1.318 -4.892
H -0.956 2.163 -5.371
H -1.456 0.732 -6.305
H -2.674 1.740 -5.492
H -1.051 -1.580 0.712
H -1.141 -1.822 -1.053
H 0.451 -1.815 -0.227
H -1.207 0.033 2.256
H -1.237 1.945 2.407
C -4.425 -3.058 8.384
C -4.075 -2.957 6.902
C -4.620 -4.167 6.187
C -4.390 -1.619 6.241
C -4.018 -1.410 4.913
I -3.286 -2.828 3.486
C -3.937 -0.121 4.389
C -4.161 0.981 5.222
C -4.570 0.782 6.538
C -4.764 -0.513 7.025
O -2.622 -2.855 6.895
S -1.596 -3.853 6.076
C -1.087 -4.929 7.503
F -1.365 -6.241 7.200
F 0.244 -4.807 7.745
F -1.729 -4.637 8.667
H -5.508 -2.943 8.518
H -4.128 -4.043 8.760
H -3.891 -2.304 8.972
H -5.711 -4.249 6.324
H -4.463 -4.110 5.105
H -4.145 -5.076 6.572
H -3.640 0.028 3.359
H -4.020 1.985 4.825
H -4.723 1.636 7.204
H -5.156 -0.682 8.030